Record 1
A 3-piece molecular cluster, C30H57N5O4P overall. Source: OMol25; level of theory: the ωB97M-V functional and the def2-TZVPD basis.

The geometry in XYZ format:
```
97
Properties=species:S:1:pos:R:3:mulliken_charge:R:1
C 4.3707 1.7285 0.1109 -0.51
C 3.8376 1.5903 -1.4341 -0.66
C 2.4256 0.7243 -1.5821 -0.20
C 1.1688 1.3679 -0.7457 -1.22
C 0.0766 0.2796 -0.1881 1.63
C -0.6009 1.0910 1.1037 -1.02
N -1.2851 0.0597 1.9986 -0.42
C 0.5788 -1.1421 0.4586 -1.10
P 1.8772 -1.0386 1.8983 0.18
C 3.5275 -1.7444 1.1660 -0.73
O 1.3843 -2.0778 3.2343 -0.46
N 0.0431 -2.3252 -0.0655 0.75
C 0.3715 -3.7419 0.4494 -0.47
N -0.4961 -4.1523 1.6355 -0.46
C -0.9060 -1.9507 -1.2234 0.96
C -2.2920 -2.8249 -1.2764 -0.77
O -2.1148 -4.2637 -1.5291 -0.09
O -2.7147 -4.6187 -2.6301 -0.45
O 0.0210 -2.1615 -2.3843 -0.47
C -0.7750 -2.2436 -3.6483 0.33
N -1.2170 -1.8865 -4.8368 -0.43
C -1.0647 -0.3010 -1.2640 0.27
C -2.5612 0.3642 -1.1876 0.04
C -3.7465 0.0229 -0.1251 -0.07
C -5.1462 0.7971 -0.2202 -0.52
N -5.6313 1.8779 -1.1222 -0.33
C -4.5199 2.1479 -2.0755 -0.27
C -3.0442 1.5375 -2.2077 -0.49
H 4.7444 2.7991 0.4103 0.30
H 5.2555 0.9408 0.2453 0.13
H 3.5118 1.3438 0.8409 0.08
H 3.7331 2.6864 -1.8672 0.32
H 4.6529 1.0535 -2.0951 0.32
H 2.5615 -0.4243 -1.3720 0.18
H 2.1316 0.8045 -2.7357 0.30
H 0.6100 2.1081 -1.4972 0.29
H 1.5842 2.0797 0.1162 0.43
H 0.2267 1.6268 1.7718 0.40
H -1.3236 1.9490 0.7464 0.38
H -0.7098 -0.1539 2.8502 0.21
H -2.2344 0.4421 2.2682 0.29
H 4.3511 -1.9180 2.0084 0.40
H 4.0079 -1.0343 0.3540 0.02
H 3.3833 -2.7913 0.6399 0.32
H 2.1212 -2.7696 3.3229 0.32
H 0.2299 -4.5477 -0.4197 0.29
H 1.4858 -3.8529 0.8017 0.08
H -0.6440 -5.1976 1.6554 0.28
H -1.4001 -3.6317 1.6593 0.24
H -2.7864 -2.7265 -0.1948 0.11
H -3.0869 -2.3317 -2.0155 0.42
H -1.9916 -4.8902 -3.2936 0.35
H -0.6470 0.1807 -2.2734 0.43
H -3.5791 -0.8110 0.6901 0.30
H -5.9671 0.4523 0.5788 0.26
H -4.7953 2.9792 -2.8904 0.28
H -2.3090 1.9284 -3.0411 0.25
C 9.6644 -5.2526 2.5191 -1.22
C 8.4138 -4.3894 2.5913 -0.36
C 7.2452 -4.9525 1.7811 -0.39
C 7.4857 -5.0614 0.2705 -0.73
C 7.8566 -3.7488 -0.4261 -0.53
C 6.7608 -2.6972 -0.3423 -0.92
H 10.0490 -5.3258 1.4979 0.29
H 10.4549 -4.8207 3.1409 0.38
H 9.4611 -6.2631 2.8878 0.30
H 8.6524 -3.3705 2.2650 0.24
H 8.1052 -4.3105 3.6402 0.36
H 6.3600 -4.3338 1.9653 0.04
H 6.9969 -5.9509 2.1634 0.40
H 6.5810 -5.4691 -0.1952 0.35
H 8.2782 -5.7952 0.0799 0.33
H 8.0511 -3.9626 -1.4840 0.36
H 8.7876 -3.3457 -0.0175 0.28
H 5.8315 -3.0633 -0.7885 0.27
H 7.0645 -1.7949 -0.8855 0.40
H 6.5580 -2.4072 0.6929 0.17
C -7.8113 4.2033 1.4334 -1.34
C -7.0004 4.7234 0.2561 0.14
C -6.5827 6.1865 0.4113 -0.82
C -7.7363 7.1939 0.4896 -0.77
C -8.6961 7.1788 -0.7038 -0.35
C -8.0234 7.5501 -2.0166 -1.15
H -8.7536 4.7465 1.5492 0.33
H -8.0542 3.1465 1.2842 0.37
H -7.2432 4.2894 2.3652 0.30
H -7.5678 4.5818 -0.6710 0.25
H -6.0965 4.1110 0.1582 0.09
H -5.9222 6.4532 -0.4211 0.33
H -5.9747 6.2875 1.3195 0.39
H -7.3113 8.1990 0.5929 0.38
H -8.3132 7.0164 1.4053 0.30
H -9.4991 7.9001 -0.5101 0.36
H -9.1772 6.2012 -0.7988 0.25
H -7.5748 8.5462 -1.9589 0.30
H -8.7613 7.5577 -2.8271 0.37
H -7.2426 6.8331 -2.2871 0.25
```

The total charge is +1. The LUMO energy comes out at -0.174 hartree. Its HOMO energy is -11.64 eV. For the energy, the calculation gives -2092.48975 Eh.


Record 2
C30H58ClNOsP2Si2 as an isolated structure. Source: OMol25; level of theory: the ωB97M-V functional and the def2-TZVPD basis.

The geometry in XYZ format:
```
95
Properties=species:S:1:pos:R:3:mulliken_charge:R:1
Os -0.9935 0.0086 -0.2998 1.27
C -1.8871 -0.0152 1.6652 -1.28
C -2.3267 1.1685 1.0015 -0.74
C -3.0169 0.7199 -0.2005 -0.19
Si -1.8939 2.8392 1.7515 -0.08
C -3.0076 -0.7086 -0.2237 -0.26
C -2.3239 -1.1848 0.9737 -0.71
Si -1.9040 -2.8778 1.6848 -0.09
H -1.3921 -0.0215 2.6294 1.78
H -3.5389 1.3704 -0.8854 0.78
H -3.5112 -1.3424 -0.9371 0.78
Cl 1.8462 0.1341 -4.4170 -0.17
C -1.6162 -2.8543 3.5301 -1.01
C -3.1520 -4.1872 1.2615 -1.09
C -1.5975 2.7657 3.5925 -1.02
C -3.1425 4.1566 1.3664 -1.08
H -4.1279 -3.9384 1.6960 0.40
H -2.8307 -5.1391 1.7031 0.35
H -3.2958 -4.3375 0.1882 0.32
H -0.6424 -2.4195 3.7840 0.15
H -1.6349 -3.8902 3.8901 0.43
H -2.3933 -2.2984 4.0649 0.35
H -4.1302 3.8635 1.7414 0.40
H -3.2417 4.3799 0.3010 0.32
H -2.8533 5.0780 1.8874 0.35
H -2.3714 2.1953 4.1161 0.35
H -1.6144 3.7920 3.9787 0.43
H -0.6221 2.3251 3.8288 0.14
C -0.1761 -3.0366 0.9105 -1.32
C -0.1677 3.0130 0.9756 -1.34
P -0.1578 -2.2074 -0.7532 0.10
H 0.1837 -4.0815 0.9346 0.93
H 0.5065 -2.4327 1.5405 0.27
P -0.1518 2.2290 -0.7107 0.07
H 0.5173 2.3930 1.5874 0.26
H 0.1894 4.0581 1.0264 0.92
C 1.4550 2.8142 -1.4335 1.02
C -1.4607 3.2101 -1.6857 1.40
C -1.4585 -3.1672 -1.7590 1.41
C 1.4489 -2.7673 -1.4942 0.98
C 2.5096 -1.7160 -1.2067 -1.41
H 1.2757 -2.8072 -2.5827 0.56
C 1.9460 -4.1206 -0.9848 -1.85
H 2.2181 -4.0232 0.0740 0.33
H 2.8503 -4.3876 -1.5492 0.49
H 1.2116 -4.9244 -1.1022 0.35
H 2.2060 -0.7777 -1.6787 -0.41
H 3.4811 -2.0140 -1.6333 0.60
H 2.6242 -1.5498 -0.1239 0.34
H -2.4162 -2.9571 -1.2598 -0.27
C -1.2660 -4.6865 -1.8056 -2.03
C -1.5449 -2.5923 -3.1716 -1.39
H -1.1682 -5.1539 -0.8179 0.33
H -0.4022 -4.9532 -2.4270 0.44
H -2.1575 -5.1251 -2.2793 0.46
H -1.8339 -1.5322 -3.1725 0.17
H -2.3118 -3.1392 -3.7401 0.46
H -0.5882 -2.6983 -3.7036 0.26
H -2.4186 2.9844 -1.1926 -0.23
C -1.5428 2.6716 -3.1134 -1.40
C -1.2687 4.7303 -1.6923 -2.03
H -1.1643 5.1708 -0.6928 0.34
H -2.1615 5.1837 -2.1496 0.45
H -0.4073 5.0105 -2.3111 0.45
H -1.8340 1.6127 -3.1397 0.14
H -0.5826 2.7881 -3.6377 0.26
H -2.3066 3.2337 -3.6712 0.48
C 2.5242 1.7680 -1.1559 -1.37
C 1.9409 4.1612 -0.8969 -1.82
H 1.2902 2.8728 -2.5224 0.56
H 2.2158 4.0420 0.1589 0.33
H 1.1999 4.9614 -0.9951 0.34
H 2.8423 4.4496 -1.4558 0.49
H 2.6538 1.6062 -0.0744 0.30
H 3.4882 2.0665 -1.5996 0.61
H 2.2177 0.8247 -1.6142 -0.34
C 0.0867 0.0066 -4.5567 -0.28
H -0.5139 0.0695 -3.6259 -0.45
H -0.2020 0.8343 -5.2211 0.46
H -0.1159 -0.9481 -5.0617 0.40
C 4.8524 -0.0079 0.6315 -0.74
C 4.0685 -0.0268 1.8849 0.55
C 4.6587 -0.0350 3.1965 -0.95
C 3.5861 -0.0491 4.0952 -1.35
C 2.3918 -0.0497 3.3051 0.35
C 1.0432 -0.0598 3.8796 -0.26
N 2.7027 -0.0374 1.9738 0.27
H 4.2043 0.0051 -0.2540 -0.10
H 5.5004 -0.8990 0.5847 0.31
H 5.4985 0.8855 0.6113 0.31
H 5.7326 -0.0302 3.3729 0.44
H 3.5957 -0.0580 5.1759 0.46
H 0.8946 -0.9481 4.5074 0.38
H 0.8890 0.8158 4.5236 0.37
H 0.2942 -0.0547 3.0860 -0.77
```

Its spin multiplicity is 5. The LUMO energy (spin up / spin down) comes out at -0.002 / -0.075 hartree. Its HOMO energy (spin up / spin down) is -4.84 / -4.84 eV. For the energy, the calculation gives -3045.06550 Eh.


> Which of these has the highest energy?

C30H57N5O4P


> Which value of energy does entry 1 give?

-2092.48975 Eh


> Among the records above, which one has the highest energy?

C30H57N5O4P